Entry 1:
ORCA calculation (the ωB97M-V functional and the def2-TZVPD basis) on a 18-piece molecular cluster, H34IO17 overall.

Geometry (Å):
I1 8.3176 -19.5661 3.3487
O1 7.7644 -15.6050 4.7120
H1 7.8280 -15.6518 5.6659
H2 6.8581 -15.3464 4.5443
O2 7.2364 -16.6125 1.2228
H3 7.4678 -17.3623 1.7710
H4 7.2062 -15.8723 1.8289
O3 9.3620 -22.3673 1.3306
H5 10.2788 -22.2531 1.5810
H6 8.9123 -21.6158 1.7168
O4 9.9412 -20.4762 8.0696
H7 9.3767 -19.7225 7.8980
H8 9.7175 -20.7457 8.9604
O5 4.4241 -17.1047 0.2950
H9 4.1131 -16.2125 0.1420
H10 5.1072 -17.0102 0.9589
O6 11.2664 -19.1712 6.1608
H11 10.9724 -18.9902 5.2680
H12 11.6913 -18.3610 6.4424
O7 3.3726 -19.6916 1.1200
H13 2.5771 -20.1871 1.3150
H14 3.7605 -19.5136 1.9768
O8 11.9234 -22.3909 1.5494
H15 12.3700 -21.6210 1.9014
H16 12.4758 -23.1283 1.8088
O9 5.8681 -19.6393 -0.2071
H17 6.1628 -20.4308 0.2435
H18 6.5450 -19.4700 -0.8623
O10 5.8825 -21.5940 5.1578
H19 5.2811 -21.7818 4.4372
H20 6.4440 -20.8936 4.8255
O11 10.3936 -21.7506 5.4790
H21 10.0642 -21.3144 4.6932
H22 10.0428 -22.6396 5.4248
O12 10.2076 -17.2171 1.2164
H23 10.0940 -17.7959 1.9703
H24 9.7987 -17.6867 0.4895
O13 9.4015 -14.6861 2.4685
H25 9.0031 -13.8255 2.3386
H26 8.9593 -15.0414 3.2395
O14 8.1620 -18.7970 6.8401
H27 8.1691 -18.8672 5.8855
H28 8.0043 -17.8686 7.0113
O15 6.3688 -21.0311 8.0822
H29 7.0730 -20.4337 7.8302
H30 6.1963 -20.8248 9.0008
O16 4.9590 -18.5968 3.1302
H31 4.9338 -17.6533 3.2898
H32 5.8307 -18.8659 3.4201
O17 4.3185 -21.8814 2.9580
H33 3.3810 -21.7982 2.7835
H34 4.6763 -22.2775 2.1635

For the orbital gap, the calculation gives 7.6119 eV. Its LUMO energy is 1.827 eV. The calculated total energy is -43462.8052 eV. The calculation puts the maximum force at 1.01 eV/A. As for the net charge: -1. Its energy above the lowest of the compared OMol25 structures with the same formula, charge and spin is 256.4 kJ/mol. The HOMO energy is -5.785 eV.

=====

Entry 2:
ORCA calculation (the ωB97M-V functional and the def2-TZVPD basis) on a 17-piece molecular cluster, H34O17 overall.

Geometry (Å):
O1 -1.9858 0.4637 -0.2116
H1 -1.3957 0.7424 -0.9809
H2 -2.2123 -0.3538 -0.4780
O2 -4.3213 3.5345 2.5879
H3 -4.8291 2.8343 2.1729
H4 -3.6342 3.7134 1.9454
O3 -5.0856 0.7137 -1.1635
H5 -5.4301 1.0630 -1.9690
H6 -4.6494 1.1053 -0.5634
O4 4.1637 -1.7337 -3.1927
H7 3.6033 -0.9561 -2.8786
H8 4.6575 -2.0430 -2.4853
O5 2.6260 3.4237 -3.1758
H9 2.0929 4.1212 -3.5769
H10 3.5800 3.3703 -3.5593
O6 0.8266 2.5448 1.1158
H11 -0.0823 2.7859 0.6956
H12 0.5248 1.6173 1.3918
O7 -1.4354 -4.1459 1.7859
H13 -1.9344 -3.3368 1.3684
H14 -1.0819 -4.6515 1.0302
O8 1.7582 5.7756 -0.1592
H15 1.5713 5.5023 0.8060
H16 1.9591 4.9834 -0.4967
O9 -1.3052 -3.4951 -1.8971
H17 -0.5648 -2.9588 -1.6060
H18 -1.9601 -2.8532 -1.8799
O10 0.0287 -1.6214 -4.1620
H19 0.9657 -1.8656 -4.1854
H20 -0.3043 -1.6994 -5.0566
O11 0.3306 -1.6191 -0.3533
H21 1.1226 -1.9990 -0.1837
H22 0.0689 -1.3045 0.4894
O12 -2.4173 2.2762 4.3640
H23 -3.1790 2.9095 4.0775
H24 -2.0801 2.6599 5.1571
O13 -3.8166 0.6756 1.8705
H25 -3.8558 0.0304 2.6201
H26 -3.3194 1.3044 2.2273
O14 4.8981 -1.2363 0.9370
H27 5.1162 -1.2517 1.9713
H28 4.5051 -2.0813 0.9020
O15 2.7480 -0.2664 -0.9249
H29 3.0626 0.6269 -1.0603
H30 3.1514 -0.5106 0.0271
O16 -0.4121 -1.7712 2.5462
H31 -0.4331 -1.0094 2.8983
H32 -0.9261 -2.3883 2.5808
O17 3.2820 -3.7494 -0.2170
H33 2.8766 -4.5677 -0.0568
H34 3.1316 -3.3085 -1.0946

For the orbital gap (spin up / spin down), the calculation gives 2.0815 / 10.4236 eV. Its LUMO energy (spin up / spin down) is 2.359 / 2.347 eV. The calculated total energy is -35354.7733 eV. The calculation puts the maximum force at 13.96 eV/A. Its expectation value of S² is 0.75. As for the net charge: -1. Its energy above the lowest of the compared OMol25 structures with the same formula, charge and spin is 540.4 kJ/mol. Its spin multiplicity is 2. The HOMO energy (spin up / spin down) is 0.278 / -8.077 eV.

=====

Entry 3:
ORCA calculation (the ωB97M-V functional and the def2-TZVPD basis) on a 17-piece molecular cluster, H34O17 overall.

Geometry (Å):
O1 -21.3659 -16.9302 -5.5947
H1 -21.4989 -17.8469 -5.3532
H2 -20.7226 -16.9594 -6.3028
O2 -13.5455 -18.3969 -10.7914
H3 -12.9689 -18.3458 -11.5537
H4 -13.0332 -18.0179 -10.0772
O3 -17.9790 -16.6722 -5.6366
H5 -17.2477 -16.9552 -6.1855
H6 -18.5305 -16.1522 -6.2211
O4 -19.2607 -14.7240 -7.4548
H7 -19.3363 -13.7698 -7.4569
H8 -20.0758 -15.0302 -7.8523
O5 -15.8257 -17.1375 -7.1912
H9 -15.6270 -17.4670 -8.0676
H10 -15.8730 -16.1874 -7.2969
O6 -15.9948 -19.8154 -11.1321
H11 -15.1204 -19.4553 -10.9840
H12 -16.3638 -19.9182 -10.2549
O7 -16.5483 -12.4883 -5.7399
H13 -17.4493 -12.6743 -5.4757
H14 -16.5380 -11.5467 -5.9114
O8 -16.9643 -20.2693 -8.6434
H15 -17.3751 -20.4147 -7.7911
H16 -17.3382 -20.9454 -9.2085
O9 -18.3719 -17.4485 -2.7474
H17 -18.3180 -17.2335 -3.6786
H18 -17.4618 -17.5666 -2.4753
O10 -13.9454 -13.2822 -5.4025
H19 -14.7214 -13.1563 -5.9486
H20 -13.2249 -12.9289 -5.9243
O11 -16.0455 -20.4212 -3.7414
H21 -15.5740 -19.5922 -3.6596
H22 -15.7914 -20.9195 -2.9646
O12 -14.7396 -19.7640 -7.3948
H23 -15.0407 -19.2379 -6.6540
H24 -15.5436 -20.0556 -7.8246
O13 -14.9189 -13.5578 -11.4130
H25 -14.8851 -13.8939 -12.3086
H26 -15.8466 -13.5900 -11.1794
O14 -15.7706 -12.7162 -2.9542
H27 -16.5554 -13.2420 -2.7996
H28 -15.4486 -13.0105 -3.8062
O15 -14.2239 -18.4115 -3.9727
H29 -13.8836 -18.5572 -3.0900
H30 -13.6155 -17.7845 -4.3640
O16 -12.1030 -19.8597 -6.7933
H31 -13.0433 -19.8252 -6.9694
H32 -11.7459 -20.3963 -7.5010
O17 -18.1520 -17.7732 -13.0930
H33 -17.7198 -18.0235 -12.2764
H34 -17.4339 -17.6160 -13.7061

For the orbital gap, the calculation gives 10.0023 eV. Its LUMO energy is -0.409 eV. The calculated total energy is -35359.3969 eV. The calculation puts the maximum force at 0.92 eV/A. Its energy above the lowest of the compared OMol25 structures with the same formula, charge and spin is 252.3 kJ/mol. The HOMO energy is -10.412 eV.

=====

Entry 4:
ORCA calculation (the ωB97M-V functional and the def2-TZVPD basis) on a 17-piece molecular cluster, H34O17 overall.

Geometry (Å):
O1 0.0968 -0.7776 -1.6661
H1 -0.1677 -0.6769 -2.5870
H2 0.0452 0.1523 -1.4107
O2 -2.3102 1.7804 0.0360
H3 -2.2015 1.3966 -0.8319
H4 -2.2845 2.7356 0.0525
O3 -2.4173 0.0034 3.7692
H5 -1.6362 -0.5365 3.6685
H6 -3.1866 -0.2595 4.1846
O4 -2.3949 3.4773 2.3424
H7 -2.2042 2.5316 2.3556
H8 -3.1279 3.4948 2.9699
O5 0.0105 2.3341 -1.8233
H9 0.0638 2.8679 -2.6211
H10 -0.6043 2.7961 -1.2385
O6 -1.5230 -1.0722 -4.0285
H11 -2.1977 -1.5509 -3.5425
H12 -2.0198 -0.6533 -4.7351
O7 2.8329 -3.4109 0.1082
H13 2.7767 -2.6303 -0.4248
H14 2.0779 -3.6074 0.6564
O8 3.9653 -4.3993 -2.2754
H15 3.7326 -4.6139 -1.3707
H16 3.6115 -3.5321 -2.5052
O9 1.3830 0.2262 -5.0200
H17 0.5803 0.7155 -4.8454
H18 1.3442 -0.6235 -4.5775
O10 -3.7507 -2.5425 0.7604
H19 -2.8760 -2.8970 0.5908
H20 -3.6829 -1.5835 0.7595
O11 -1.5202 4.5485 -0.5053
H21 -2.0611 5.1908 -0.9772
H22 -1.7637 4.6780 0.4258
O12 3.4519 -1.7822 -2.0633
H23 3.1385 -1.0453 -2.5891
H24 3.9648 -1.4179 -1.3338
O13 1.1406 1.8246 3.0155
H25 0.9072 1.1636 2.3575
H26 1.6023 2.4970 2.5043
O14 -2.1436 2.6369 4.8099
H27 -1.3883 3.0479 4.3720
H28 -2.1149 1.7543 4.4030
O15 -0.1814 -4.1834 1.7055
H29 -0.0628 -5.0800 2.0263
H30 -0.1479 -4.2215 0.7448
O16 2.5639 2.3054 -0.0824
H31 1.8259 2.4667 -0.6674
H32 3.3756 2.5708 -0.5124
O17 1.4401 -2.0608 1.9683
H33 1.8703 -1.4166 1.3959
H34 2.1676 -2.6214 2.2518

For the orbital gap, the calculation gives 9.7230 eV. Its LUMO energy is -0.346 eV. The calculated total energy is -35359.2610 eV. The calculation puts the maximum force at 4.07 eV/A. Its energy above the lowest of the compared OMol25 structures with the same formula, charge and spin is 265.4 kJ/mol. The HOMO energy is -10.069 eV.

=====

Entry 5:
ORCA calculation (the ωB97M-V functional and the def2-TZVPD basis) on a 17-piece molecular cluster, H34O17 overall.

Geometry (Å):
O1 -1.1910 3.2811 -0.5844
H1 -0.4437 2.8638 -0.9730
H2 -0.8627 3.5746 0.2771
O2 2.6698 0.1080 -0.5143
H3 3.3833 0.1670 -1.1630
H4 2.9973 -0.2243 0.3085
O3 0.5854 1.0909 2.1792
H5 0.6877 1.3698 3.0832
H6 1.1765 0.2700 2.1361
O4 2.3623 -1.0634 1.7370
H7 2.9543 -1.6238 2.3678
H8 2.0045 -1.7696 1.1430
O5 -0.2995 0.0972 -0.5280
H9 0.6807 0.0291 -0.5418
H10 -0.6615 -0.1260 0.3205
O6 1.3673 0.2290 -3.3678
H11 1.1437 1.1056 -3.0658
H12 0.6963 -0.0719 -3.9497
O7 -1.1714 -1.3746 -2.5765
H13 -1.0367 -0.8527 -1.7798
H14 -2.0951 -1.6738 -2.4884
O8 1.2426 2.5303 -1.8986
H15 1.5109 2.1703 -1.0337
H16 1.7293 3.3137 -2.1082
O9 1.9075 3.0472 0.7574
H17 1.4992 2.2451 1.1453
H18 1.3569 3.7802 1.0644
O10 -3.1499 1.6569 0.6517
H19 -2.5262 2.1589 0.1755
H20 -2.9511 1.7762 1.5813
O11 0.8256 -2.8737 0.6271
H21 0.8695 -3.8538 0.6955
H22 0.7032 -2.7272 -0.3348
O12 -1.5837 -0.5959 1.8964
H23 -0.9904 0.1216 2.1256
H24 -2.2082 -0.7499 2.6051
O13 -3.5129 -1.0332 -0.1101
H25 -2.9511 -0.5486 0.4714
H26 -4.2960 -1.2107 0.4218
O14 -1.7924 1.5305 -3.1080
H27 -1.1544 0.9699 -2.6520
H28 -1.2921 1.6714 -3.9261
O15 -1.7655 -3.3726 1.5424
H29 -1.6918 -3.1176 2.4655
H30 -1.6666 -2.5761 1.0547
O16 1.9285 -2.2621 -1.8897
H31 1.7102 -1.7929 -2.6652
H32 2.1995 -1.5085 -1.3943
O17 0.3267 -1.6096 3.5533
H33 1.1566 -1.3935 3.1832
H34 -0.3813 -1.1522 3.0831

For the orbital gap, the calculation gives 9.6050 eV. Its LUMO energy is -0.482 eV. The calculated total energy is -35360.2454 eV. The calculation puts the maximum force at 3.35 eV/A. Its energy above the lowest of the compared OMol25 structures with the same formula, charge and spin is 170.4 kJ/mol. The HOMO energy is -10.087 eV.

=====

Entry 6:
ORCA calculation (the ωB97M-V functional and the def2-TZVPD basis) on a 18-piece molecular cluster, H35O18 overall.

Geometry (Å):
O1 0.9799 -1.6369 2.8187
H1 1.2973 -1.3933 3.6848
H2 -3.4770 0.1896 1.4860
O2 -0.9593 -4.3549 -1.5258
H3 -0.1204 -4.0151 -1.8575
O3 0.5979 1.5269 0.9231
H4 1.2863 1.9693 1.4538
H5 -0.1245 1.4390 1.5553
O4 -0.9155 0.3121 -0.8346
H6 -0.5912 -2.0342 0.8029
H7 -1.1826 1.2291 -0.7256
O5 -3.8182 -0.6150 -3.9564
H8 -3.3731 -1.4610 -3.7839
H9 -3.1140 0.0680 -3.8649
O6 1.9913 3.1511 3.8660
H10 2.9092 2.8424 3.9379
H11 1.8109 3.8773 4.4797
O7 2.1065 -0.4252 -0.1746
H12 2.6888 0.3129 -0.3877
H13 2.0085 -0.3529 0.7869
O8 5.0791 -2.6112 -1.2488
H14 -0.6812 -3.5060 2.4216
H15 -0.1085 0.1506 -4.2801
O9 0.3876 2.8569 -1.8662
H16 -0.2233 2.1721 -2.1518
H17 0.6103 2.7339 -0.9433
O10 3.9641 4.1045 1.9166
H18 3.6267 3.3044 1.5112
H19 3.3722 4.1454 2.7006
O11 -1.4160 1.0732 3.4243
H20 -1.2803 0.5179 2.6216
H21 -2.3539 1.1330 3.6127
O12 -1.1002 -0.8050 1.4824
H22 -1.8110 -1.2500 1.9511
H23 -1.0456 -0.0823 0.0974
O13 -0.8249 0.5627 -4.7717
H24 -0.5947 -4.6486 -0.6778
H25 -0.8928 -0.0229 -5.5359
O14 -4.0607 0.9467 1.3581
H26 4.7982 -2.2620 -2.1034
H27 -3.5146 1.6211 0.9474
O15 -0.2552 -2.9751 0.4572
H28 0.2229 -1.1158 2.4733
H29 0.6825 -2.7635 0.3615
O16 -0.7550 -4.1107 3.1906
H30 4.3123 -3.1199 -0.9684
H31 -0.7690 -3.4223 3.8695
O17 -1.7878 -1.7592 -2.5131
H32 -2.2343 -2.3625 -1.9267
H33 -1.2494 -1.0824 -2.1022
O18 -0.0757 4.2511 -4.2201
H34 -0.5887 3.4490 -4.2554
H35 0.5663 4.2480 -3.5166

For the orbital gap (spin up / spin down), the calculation gives 2.1629 / 9.2185 eV. Its LUMO energy (spin up / spin down) is 4.202 / 4.170 eV. The calculated total energy is -37423.1773 eV. The calculation puts the maximum force at 2.11 eV/A. Its expectation value of S² is 0.75. As for the net charge: -2. Its energy above the lowest of the compared OMol25 structures with the same formula, charge and spin is 0.0 kJ/mol. Its spin multiplicity is 2. The HOMO energy (spin up / spin down) is 2.039 / -5.048 eV.

=====

> Among the records above, which one has the highest maximum force?

number 2

=====

> What is the formula in the fourth record?

H34O17